This record from OMol25 describes an isolated molecule of C3H4N2O in a non-equilibrium geometry. The level of theory is the ωB97M-V functional and the def2-TZVPD basis.

Geometry as ORCA input:
```
! RIJCOSX wB97M-V def2-TZVPD def2/J DEFGRID3
* xyz 0 1
C 0.994 -0.161 0.685
N 1.379 -0.823 -0.311
N 0.438 -1.159 -1.299
C -0.610 -0.458 -1.372
O -0.986 0.508 -0.480
C -0.395 0.530 0.799
H 1.653 0.166 1.504
H -1.326 -0.507 -2.235
H -1.089 0.305 1.601
H -0.058 1.599 1.108
*
```

The calculation puts the energy above the lowest of the compared OMol25 structures with the same formula, charge and spin at 2.966 eV. The calculation puts the gap between HOMO and LUMO at 10.293 eV. As for the highest occupied orbital energy: -9.59 eV. The value obtained for the largest force on an atom is 2.9 eV/Å. The structure (SMILES) is C1=NN=COC1.

So, what does the natural (NBO) scheme give us? The charges, in e, come out as: atom 1 (C): 0.075, atom 2 (N): -0.246, atom 3 (N): -0.350, atom 4 (C): 0.390, atom 5 (O): -0.502, atom 6 (C): -0.138, atom 7 (H): 0.187, atom 8 (H): 0.193, atom 9 (H): 0.201, atom 10 (H): 0.191

This record from OMol25 describes an isolated molecule of C6H12O2 in a non-equilibrium geometry. The level of theory is the ωB97M-V functional and the def2-TZVPD basis.

Geometry as ORCA input:
```
! RIJCOSX wB97M-V def2-TZVPD def2/J DEFGRID3
* xyz 0 1
C 3.456 0.391 -0.238
C 2.317 -0.553 0.181
C 1.054 0.038 0.879
C 0.275 0.990 -0.044
C -0.733 0.197 -0.879
C -1.862 -0.384 -0.085
O -2.340 -1.522 0.047
O -2.742 0.620 0.135
H 4.471 -0.052 0.009
H 3.396 1.385 0.186
H 3.512 0.434 -1.243
H 2.827 -1.273 0.751
H 1.887 -1.002 -0.772
H 0.549 -0.825 1.257
H 1.339 0.627 1.864
H -0.247 1.559 0.763
H 0.883 1.479 -0.713
H -0.211 -0.533 -1.387
H -1.226 0.967 -1.619
H -3.569 0.386 0.563
*
```

The calculation puts the energy above the lowest of the compared OMol25 structures with the same formula, charge and spin at 1.744 eV. The calculation puts the gap between HOMO and LUMO at 11.047 eV. As for the highest occupied orbital energy: -10.32 eV. The value obtained for the largest force on an atom is 5.0 eV/Å. The structure (SMILES) is CCCCCC(=O)O.

So, what does the natural (NBO) scheme give us? The charges, in e, come out as: atom 1 (C): -0.613, atom 2 (C): -0.397, atom 3 (C): -0.393, atom 4 (C): -0.400, atom 5 (C): -0.498, atom 6 (C): 0.782, atom 7 (O): -0.588, atom 8 (O): -0.712, atom 9 (H): 0.205, atom 10 (H): 0.205, atom 11 (H): 0.201, atom 12 (H): 0.209, atom 13 (H): 0.183, atom 14 (H): 0.216, atom 15 (H): 0.192, atom 16 (H): 0.224, atom 17 (H): 0.213, atom 18 (H): 0.223, atom 19 (H): 0.246, atom 20 (H): 0.501

This record from OMol25 describes C9H10O4 as an isolated structure in a non-equilibrium geometry. The level of theory is the ωB97M-V functional and the def2-TZVPD basis.

Geometry as ORCA input:
```
! RIJCOSX wB97M-V def2-TZVPD def2/J DEFGRID3
* xyz 0 1
C -2.877 1.827 0.467
C -1.392 2.028 0.581
C 0.171 0.323 0.483
C 0.020 0.376 -0.890
C 0.827 -0.496 -1.653
C 1.603 -1.274 -0.858
C 1.637 -1.473 0.547
C 1.111 -0.362 1.193
C 2.821 -2.384 0.721
H -4.045 1.162 -1.193
H -3.163 1.292 1.431
H -3.112 2.886 0.103
H -0.841 2.095 -0.672
H -0.932 3.241 0.984
H -0.732 1.097 -1.402
H 0.927 -0.863 -2.839
H 2.590 -1.946 -1.114
H 1.057 -0.221 2.350
H 1.724 -3.529 -0.520
O -2.867 0.764 -0.586
O -0.845 0.973 1.256
O 2.858 -3.417 -0.142
O 3.459 -2.099 1.753
*
```

The calculation puts the energy above the lowest of the compared OMol25 structures with the same formula, charge and spin at 10.775 eV. The calculation puts the gap between HOMO and LUMO at 8.564 eV. As for the highest occupied orbital energy: -8.86 eV. The value obtained for the largest force on an atom is 7.9 eV/Å.

So, what does the natural (NBO) scheme give us? The charges, in e, come out as: atom 1 (C): -0.186, atom 2 (C): -0.049, atom 3 (C): 0.258, atom 4 (C): -0.237, atom 5 (C): -0.223, atom 6 (C): -0.250, atom 7 (C): -0.176, atom 8 (C): -0.182, atom 9 (C): 0.757, atom 10 (H): 0.450, atom 11 (H): 0.217, atom 12 (H): 0.206, atom 13 (H): 0.184, atom 14 (H): 0.164, atom 15 (H): 0.249, atom 16 (H): 0.249, atom 17 (H): 0.240, atom 18 (H): 0.243, atom 19 (H): 0.532, atom 20 (O): -0.702, atom 21 (O): -0.521, atom 22 (O): -0.673, atom 23 (O): -0.547

This record from OMol25 describes an isolated molecule of C3H6 in a non-equilibrium geometry. The level of theory is the ωB97M-V functional and the def2-TZVPD basis.

Geometry as ORCA input:
```
! RIJCOSX wB97M-V def2-TZVPD def2/J DEFGRID3
* xyz 0 1
C 0.418 0.413 -0.584
C 0.436 -0.594 0.537
C -0.816 0.062 0.084
H 0.584 0.214 -1.655
H 0.607 1.525 -0.420
H 0.971 -0.294 1.570
H 0.428 -1.654 0.252
H -1.517 -0.600 -0.404
H -1.111 0.928 0.621
*
```

The calculation puts the energy above the lowest of the compared OMol25 structures with the same formula, charge and spin at 0.862 eV. The calculation puts the gap between HOMO and LUMO at 11.984 eV. As for the highest occupied orbital energy: -10.60 eV. The value obtained for the largest force on an atom is 3.1 eV/Å. The structure (SMILES) is C1CC1.

So, what does the natural (NBO) scheme give us? The charges, in e, come out as: atom 1 (C): -0.428, atom 2 (C): -0.423, atom 3 (C): -0.430, atom 4 (H): 0.212, atom 5 (H): 0.209, atom 6 (H): 0.219, atom 7 (H): 0.220, atom 8 (H): 0.211, atom 9 (H): 0.211

This record from OMol25 describes an isolated ion of composition C7H12NO3 and charge +1 in a non-equilibrium geometry. The level of theory is the ωB97M-V functional and the def2-TZVPD basis.

Geometry as ORCA input:
```
! RIJCOSX wB97M-V def2-TZVPD def2/J DEFGRID3
* xyz 1 3
C -0.789 -1.071 0.089
C -2.134 -1.121 0.572
C -2.493 1.066 1.420
C 1.215 1.409 -1.208
C 1.941 -1.064 -1.018
C 1.748 0.518 0.989
C 1.189 0.112 -0.331
N -0.168 0.000 -0.051
O -2.871 -0.127 0.780
O -2.631 -2.304 0.635
O -3.078 2.104 1.066
H -0.480 -2.056 -0.243
H 2.158 1.678 -1.728
H 0.365 1.288 -1.809
H 1.131 2.378 -0.647
H 2.974 -0.784 -0.900
H 1.790 -2.102 -0.647
H 1.710 -1.084 -1.989
H 2.884 0.508 0.981
H 1.339 1.454 1.241
H 1.404 -0.209 1.776
H -3.622 -2.540 0.801
H -3.581 1.948 0.223
*
```

The calculation puts the gap between HOMO and LUMO (spin up / spin down) at 8.702 / 6.007 eV. The expectation value of S² is 2.022. As for the highest occupied orbital energy (spin up / spin down): -11.91 / -13.70 eV. The value obtained for the largest force on an atom is 5.9 eV/Å.

So, what does the natural (NBO) scheme give us? The charges, in e, come out as: atom 1 (C): -0.121, atom 2 (C): 0.673, atom 3 (C): 0.545, atom 4 (C): -0.614, atom 5 (C): -0.568, atom 6 (C): -0.598, atom 7 (C): 0.034, atom 8 (N): -0.016, atom 9 (O): -0.530, atom 10 (O): -0.632, atom 11 (O): -0.583, atom 12 (H): 0.280, atom 13 (H): 0.247, atom 14 (H): 0.212, atom 15 (H): 0.233, atom 16 (H): 0.251, atom 17 (H): 0.228, atom 18 (H): 0.222, atom 19 (H): 0.236, atom 20 (H): 0.225, atom 21 (H): 0.214, atom 22 (H): 0.556, atom 23 (H): 0.505

This record from OMol25 describes a 2-piece molecular cluster, H4O2 overall in a non-equilibrium geometry. The level of theory is the ωB97M-V functional and the def2-TZVPD basis.

Geometry as ORCA input:
```
! RIJCOSX wB97M-V def2-TZVPD def2/J DEFGRID3
* xyz 0 1
O -1.664 -0.184 -0.004
H -2.072 0.636 -0.395
H -0.733 -0.074 -0.028
O 1.339 -0.038 -0.154
H 1.614 -0.926 0.038
H 1.516 0.586 0.542
*
```

The calculation puts the energy above the lowest of the compared OMol25 structures with the same formula, charge and spin at 0.130 eV. The calculation puts the gap between HOMO and LUMO at 11.834 eV. As for the highest occupied orbital energy: -11.05 eV. The value obtained for the largest force on an atom is 2.6 eV/Å. The structure (SMILES) is O.O.

So, what does the natural (NBO) scheme give us? The charges, in e, come out as: atom 1 (O): -0.959, atom 2 (H): 0.467, atom 3 (H): 0.483, atom 4 (O): -0.962, atom 5 (H): 0.487, atom 6 (H): 0.484

no.,energy (a.u.)
1,-301.3782
2,-386.2561
3,-649.5420
4,-117.8403
5,-553.8992
6,-152.8702